one) The following is a DFT calculation (the ωB97M-V functional and the def2-TZVPD basis) of a cluster of 3 separate species, C3H12N2O3 in total.

Bonds (Å) are listed after each position.
CARTESIAN COORDINATES (ANGSTROEM)
1 C 0.17447 1.76889 0.47445  N2 1.341, O6 1.216, H7 1.137
2 N 0.47216 0.58469 1.02816  C1 1.341, C3 1.444, H8 1.070
3 C 1.42641 -0.45960 0.73641  N2 1.444, C4 1.547, H9 1.176, H10 1.204
4 C 0.67812 -1.76977 0.39559  C3 1.547, N5 1.488, H11 1.100, H12 1.112
5 N 1.64121 -2.69514 -0.25974  C4 1.488, H13 1.104, H14 1.022
6 O -0.72529 2.48921 0.86163  C1 1.216
7 H 0.76130 2.05263 -0.45656  C1 1.137
8 H -0.00505 0.52943 1.98380  N2 1.070
9 H 2.00727 -0.84080 1.68494  C3 1.176
10 H 2.34421 -0.09173 0.04912  C3 1.204
11 H 0.34083 -2.17263 1.36222  C4 1.100
12 H -0.22279 -1.58311 -0.22838  C4 1.112
13 H 1.72310 -2.33042 -1.29877  N5 1.104
14 H 2.48927 -2.67740 0.31015  N5 1.022
15 H -1.97707 -0.21380 -2.16193  O17 1.020
16 H -1.32756 0.90390 -1.39569  O17 0.939
17 O -1.06510 0.13849 -1.87187  H15 1.020, H16 0.939
18 H -3.75307 1.99466 -0.53273  O20 0.981
19 H -2.19638 2.33107 0.00853  O20 0.958
20 O -2.78605 2.04143 -0.68935  H18 0.981, H19 0.958

Results
**Net charge**: 0
**Kohn-Sham gap**: 10.0 eV
**M**: 124.14 g mol⁻¹

two) The following is a DFT calculation (the ωB97M-V functional and the def2-TZVPD basis) of a cluster of 3 separate species, C3H12N2O3 in total.

Bonds (Å) are listed after each position.
CARTESIAN COORDINATES (ANGSTROEM)
1 C -1.52407 -0.51076 0.81183  N2 1.340, O6 1.237, H7 1.092
2 N -0.46544 0.15113 0.32544  C1 1.340, C3 1.527, H8 1.004
3 C -0.57990 1.23636 -0.74197  N2 1.527, C4 1.519, H9 1.088, H10 1.080
4 C 0.70253 2.04429 -0.63586  C3 1.519, N5 1.496, H11 1.114, H12 1.067
5 N 0.78822 3.07705 0.44286  C4 1.496, H13 1.056, H14 0.992
6 O -1.22283 -1.42756 1.58581  C1 1.237
7 H -2.54250 -0.26432 0.50264  C1 1.092
8 H 0.49213 -0.12992 0.43341  N2 1.004
9 H -1.51519 1.74945 -0.52883  C3 1.088
10 H -0.80595 0.81569 -1.71116  C3 1.080
11 H 1.63648 1.43873 -0.66929  C4 1.114
12 H 0.73810 2.79450 -1.39421  C4 1.067
13 H -0.16929 3.23431 0.85847  N5 1.056
14 H 1.40760 2.83957 1.18089  N5 0.992
15 H 0.82150 -1.96401 -1.25710  O17 0.960
16 H 1.40199 -2.86783 -0.21431  O17 1.013
17 O 1.61842 -2.01971 -0.72511  H15 0.960, H16 1.013
18 H -0.67064 -3.48872 -0.07180  O20 0.961
19 H -0.19540 -3.11501 1.29467  O20 0.958
20 O 0.08427 -3.59324 0.51360  H18 0.961, H19 0.958

Results
**Net charge**: 0
**Kohn-Sham gap**: 10.1 eV
**M**: 124.14 g mol⁻¹

Most stable to least stable: two), one)

one) The following is a DFT calculation (the ωB97M-V functional and the def2-TZVPD basis) of an isolated molecule of C5H8O3.

Bonds (Å) are listed after each position.
CARTESIAN COORDINATES (ANGSTROEM)
1 C 1.52763 0.01817 -0.45975  C2 1.509, C5 1.498, H7 1.155, O14 1.441
2 C 0.25072 -0.76805 -0.62606  C1 1.509, C5 1.667, H8 1.095, O15 1.456
3 C -1.93536 -0.44060 0.06117  C4 1.600, H9 1.082, H10 1.098, O15 1.540
4 C -0.82379 0.15833 1.04340  C3 1.600, C5 1.634, H11 1.082, H12 1.264
5 C 0.32670 0.75469 0.04886  C1 1.498, C2 1.667, C4 1.634, O16 1.313
6 H 3.49828 -0.68923 -0.51384  O14 1.199
7 H 1.92409 0.50836 -1.42740  C1 1.155
8 H 0.40102 -1.56345 0.11134  C2 1.095
9 H -2.37114 -1.37484 0.38909  C3 1.082
10 H -2.82979 0.09214 -0.28722  C3 1.098
11 H -0.34720 -0.56474 1.69257  C4 1.082
12 H -1.20441 1.00911 1.89658  C4 1.264
13 H 0.17389 2.46140 -0.35650  O16 0.864
14 O 2.63813 -0.49868 0.29953  C1 1.441, H6 1.199
15 O -1.09769 -0.83317 -1.17054  C2 1.456, C3 1.540
16 O -0.13108 1.73056 -0.70121  C5 1.313, H13 0.864

Results
**Net charge**: 0
**Kohn-Sham gap**: 8.3 eV
**M**: 116.12 g mol⁻¹

two) The following is a DFT calculation (the ωB97M-V functional and the def2-TZVPD basis) of an isolated molecule of C5H8O3.

Bonds (Å) are listed after each position.
CARTESIAN COORDINATES (ANGSTROEM)
1 C 1.91910 -0.36692 1.50053  H6 1.105, H7 1.166, H8 1.114, O14 1.471
2 C -0.02007 -0.36844 0.24159  C5 1.564, H9 1.078, O14 1.367, O15 1.458
3 C -1.50525 1.28107 0.02911  C4 1.365, H10 1.103, O15 1.381
4 C -1.79993 0.41958 -0.98810  C3 1.365, C5 1.524, H11 1.078
5 C -0.64744 -0.55967 -1.17794  C2 1.564, C4 1.524, H12 1.114, O16 1.427
6 H 2.98328 -0.08941 1.39396  C1 1.105
7 H 1.88050 -1.43020 1.97672  C1 1.166
8 H 1.24695 0.34917 2.02625  C1 1.114
9 H -0.39354 -0.98638 1.04202  C2 1.078
10 H -2.02304 2.19794 0.35843  C3 1.103
11 H -2.62141 0.45639 -1.68467  C4 1.078
12 H -1.13109 -1.54789 -1.35200  C5 1.114
13 H 0.70160 0.50527 -1.96046  O16 0.955
14 O 1.33554 -0.52045 0.15921  C1 1.471, C2 1.367
15 O -0.28008 1.01815 0.60946  C2 1.458, C3 1.381
16 O 0.35488 -0.35821 -2.17412  C5 1.427, H13 0.955

Results
**Net charge**: 0
**Kohn-Sham gap**: 10.0 eV
**M**: 116.12 g mol⁻¹

three) The following is a DFT calculation (the ωB97M-V functional and the def2-TZVPD basis) of an isolated molecule of C5H8O3.

Bonds (Å) are listed after each position.
CARTESIAN COORDINATES (ANGSTROEM)
1 C -0.68469 0.60920 0.75242  C2 1.608, C5 1.552, H7 1.186, O14 1.407
2 C -0.97329 0.97665 -0.78585  C1 1.608, H8 1.095, H9 1.096, O15 1.503
3 C 0.88822 -0.09958 -0.55117  C4 1.539, C5 1.391, H10 1.060, O15 1.406
4 C 1.52169 -1.21234 0.30245  C3 1.539, C5 1.500, H11 1.081, H12 1.069
5 C 0.12810 -0.68011 0.45935  C1 1.552, C3 1.391, C4 1.500, O16 1.413
6 H 0.73290 2.09794 0.90173  O14 1.038
7 H -1.62219 0.55708 1.47648  C1 1.186
8 H -1.98553 0.71679 -1.11296  C2 1.095
9 H -0.87115 2.04792 -0.99471  C2 1.096
10 H 1.38672 0.78400 -0.24297  C3 1.060
11 H 2.36084 -0.70762 0.75989  C4 1.081
12 H 1.54729 -2.28098 0.29647  C4 1.069
13 H -0.83836 -1.70162 -1.00587  O16 1.008
14 O 0.02102 1.59558 1.46551  C1 1.407, H6 1.038
15 O 0.00514 0.18437 -1.60735  C2 1.503, C3 1.406
16 O -0.77499 -1.66451 -0.00082  C5 1.413, H13 1.008

Results
**Net charge**: 0
**Kohn-Sham gap**: 10.1 eV
**M**: 116.12 g mol⁻¹

Most stable to least stable: two), three), one)

one) The following is a DFT calculation (the ωB97M-V functional and the def2-TZVPD basis) of an isolated molecule of C5H8O3.

Bonds (Å) are listed after each position.
CARTESIAN COORDINATES (ANGSTROEM)
1 O -0.12516 -2.90594 0.12598  C6 1.439, H9 0.978
2 O 1.18536 -0.90795 0.33729  O3 1.491, C6 1.420
3 O 0.74706 0.30139 1.09193  O2 1.491, C8 1.425
4 C -2.40294 -1.18555 0.13823  C5 1.380, H10 1.118, H11 1.079
5 C -1.10118 -0.74319 0.25948  C4 1.380, C6 1.491, C8 1.479
6 C 0.05583 -1.53026 -0.25629  O1 1.439, O2 1.420, C5 1.491, H12 1.091
7 C -0.90715 1.74144 0.12550  C8 1.525, H13 1.091, H14 1.091, H15 1.084
8 C -0.65951 0.48551 0.95432  O3 1.425, C5 1.479, C7 1.525, H16 1.088
9 H 0.14230 -3.02268 1.05921  O1 0.978
10 H -2.63458 -2.17880 -0.31915  C4 1.118
11 H -3.25950 -0.69545 0.57489  C4 1.079
12 H 0.12083 -1.37722 -1.33411  C6 1.091
13 H -1.95756 1.86082 -0.14316  C7 1.091
14 H -0.34152 1.77356 -0.80692  C7 1.091
15 H -0.66027 2.62082 0.70898  C7 1.084
16 H -1.15754 0.51691 1.92103  C8 1.088

Results
**Net charge**: 0
**Kohn-Sham gap**: 10.5 eV
**M**: 116.12 g mol⁻¹

two) The following is a DFT calculation (the ωB97M-V functional and the def2-TZVPD basis) of an isolated molecule of C5H8O3.

Bonds (Å) are listed after each position.
CARTESIAN COORDINATES (ANGSTROEM)
1 C 0.38987 -0.91196 -0.25499  C2 1.488, C4 1.411, O6 1.323
2 C -0.30346 -1.68559 -1.31963  C1 1.488, H12 1.089, H13 1.093, H14 1.096
3 C -0.19939 1.38551 -0.03715  C4 1.889, O7 1.351, O8 1.202
4 C -0.25303 -0.28895 0.83616  C1 1.411, C3 1.889, C5 1.449, H11 1.084
5 C 0.37657 0.60725 1.78525  C4 1.449, H15 1.086, H16 1.082
6 O 1.70657 -0.82857 -0.35259  C1 1.323, H9 0.990
7 O -1.47050 1.79840 -0.23489  C3 1.351, H10 0.973
8 O 0.74692 1.92975 -0.54070  C3 1.202
9 H 2.00830 -0.19980 0.34967  O6 0.990
10 H -1.45356 2.60099 -0.78407  O7 0.973
11 H -1.29047 -0.55770 0.99714  C4 1.084
12 H -1.37252 -1.73692 -1.11942  C2 1.089
13 H 0.10513 -2.69941 -1.32393  C2 1.093
14 H -0.14442 -1.26917 -2.32035  C2 1.096
15 H 1.43270 0.85787 1.76659  C5 1.086
16 H -0.27871 0.99831 2.55291  C5 1.082

Results
**Net charge**: 0
**Kohn-Sham gap (spin up / spin down)**: 7.1 / 7.1 eV
**M**: 116.12 g mol⁻¹

three) The following is a DFT calculation (the ωB97M-V functional and the def2-TZVPD basis) of an isolated molecule of C5H8O3.

Bonds (Å) are listed after each position.
CARTESIAN COORDINATES (ANGSTROEM)
1 C -0.14565 0.31537 -0.82875  C4 1.479, C5 1.752, O6 1.391, H10 1.088
2 C 1.89149 -1.21861 -0.64706  C4 1.492, H12 1.088, H13 1.092, H14 1.089
3 C -2.01485 0.48593 1.13904  C5 1.493, H11 1.089, H15 1.087, H16 1.089
4 C 0.44952 -0.95678 -0.36608  C1 1.479, C2 1.492, O7 1.246
5 C -0.58311 0.75122 0.81058  C1 1.752, C3 1.493, O8 1.198
6 O 0.69379 1.20204 -1.49417  C1 1.391, H9 0.970
7 O -0.13211 -1.48671 0.59997  C4 1.246
8 O 0.15512 1.51654 1.36285  C5 1.198
9 H 1.13036 1.74397 -0.81833  O6 0.970
10 H -1.10829 0.18618 -1.31933  C1 1.088
11 H -2.15726 0.59389 2.21367  C3 1.089
12 H 2.12893 -0.96023 -1.67723  C2 1.088
13 H 2.50313 -0.58928 0.00347  C2 1.092
14 H 2.11692 -2.25927 -0.42107  C2 1.089
15 H -2.27740 -0.52248 0.82806  C3 1.087
16 H -2.65057 1.19822 0.61439  C3 1.089

Results
**Net charge**: 0
**Kohn-Sham gap**: 10.0 eV
**M**: 116.12 g mol⁻¹

four) The following is a DFT calculation (the ωB97M-V functional and the def2-TZVPD basis) of an isolated molecule of C5H8O3.

Bonds (Å) are listed after each position.
CARTESIAN COORDINATES (ANGSTROEM)
1 C -0.54449 -2.04289 1.87317  C2 1.531, H6 1.008, H7 1.114, H8 1.048
2 C 0.41350 -1.36722 0.88851  C1 1.531, C3 1.398, H9 1.131
3 C 0.34869 -0.31044 -0.02405  C2 1.398, C4 1.434, O15 1.382
4 C 1.27269 0.28422 -0.94603  C3 1.434, H10 1.178, H11 1.094, O14 1.454
5 C -1.42284 0.99363 -0.59370  H13 1.210, O15 1.285, O16 1.236
6 H -0.93071 -2.96337 1.73454  C1 1.008
7 H -1.31058 -1.25468 2.05416  C1 1.114
8 H -0.06278 -2.24715 2.78081  C1 1.048
9 H 1.12296 -2.08539 0.37900  C2 1.131
10 H 2.04540 -0.51106 -1.34452  C4 1.178
11 H 0.74833 0.94342 -1.64351  C4 1.094
12 H 1.34746 1.90606 0.70705  O14 1.176
13 H -1.92587 2.03360 -0.23412  C5 1.210
14 O 1.92797 1.24434 -0.07218  C4 1.454, H12 1.176
15 O -0.51814 0.72329 0.27725  C3 1.382, C5 1.285
16 O -1.58978 0.38672 -1.65769  C5 1.236

Results
**Net charge**: 0
**Kohn-Sham gap**: 9.9 eV
**M**: 116.12 g mol⁻¹

Most stable to least stable: three), two), one), four)

one) The following is a DFT calculation (the ωB97M-V functional and the def2-TZVPD basis) of an isolated molecule of C4H4N2O.

Bonds (Å) are listed after each position.
CARTESIAN COORDINATES (ANGSTROEM)
1 C 2.25731 -0.29521 0.06559  H5 1.081, H6 1.115, N9 1.283
2 C -1.02073 0.88242 -0.02652  C3 1.486, N10 1.332, O11 1.231
3 C -1.85812 -0.34550 -0.04854  C2 1.486, C4 1.214
4 C -2.50225 -1.37235 0.02312  C3 1.214, H8 1.052
5 H 2.81651 -1.21253 0.18292  C1 1.081
6 H 2.79436 0.68179 0.07104  C1 1.115
7 H 0.77740 1.60932 -0.12675  N10 1.007
8 H -3.07593 -2.25358 0.00839  C4 1.052
9 N 0.99102 -0.44053 -0.08169  C1 1.283, N10 1.356
10 N 0.29792 0.72418 -0.12847  C2 1.332, H7 1.007, N9 1.356
11 O -1.47749 2.02199 0.06093  C2 1.231

Results
**Net charge**: 0
**Kohn-Sham gap**: 10.3 eV
**M**: 96.09 g mol⁻¹

two) The following is a DFT calculation (the ωB97M-V functional and the def2-TZVPD basis) of an isolated molecule of C4H4N2O.

Bonds (Å) are listed after each position.
CARTESIAN COORDINATES (ANGSTROEM)
1 O -2.11895 -0.97175 -0.82113  C2 1.206
2 C -1.89661 -0.06924 -0.05294  O1 1.206, C3 1.461, H8 1.104
3 C -0.64758 0.68790 -0.09920  C2 1.461, C4 1.281, N5 1.497
4 C 0.19657 1.64995 -0.04234  C3 1.281, N5 1.470, H9 1.078
5 N 0.66480 0.47108 -0.78541  C3 1.497, C4 1.470, C6 1.420
6 C 1.38447 -0.56120 -0.12650  N5 1.420, N7 1.267, H10 1.094
7 N 0.77185 -1.34690 0.65647  C6 1.267, H11 1.018
8 H -2.61338 0.24202 0.72638  C2 1.104
9 H 0.48552 2.68454 0.05156  C4 1.078
10 H 2.42262 -0.65613 -0.45778  C6 1.094
11 H 1.35069 -2.13024 0.95089  N7 1.018

Results
**Net charge**: 0
**Kohn-Sham gap**: 8.9 eV
**M**: 96.09 g mol⁻¹

Most stable to least stable: one), two)